Entry 1:
Formula: C3H7N3O
Source: the Open Molecules 2025 dataset
Level of theory: ωB97M-V/def2-TZVPD

Cartesian coordinates (Å):
1 O 0.291 0.334 -1.491
2 N -3.273 -0.571 0.128
3 N 1.192 0.289 0.607
4 N -1.096 0.139 0.322
5 C 0.155 0.264 -0.282
6 C -2.235 -0.100 -0.430
7 C 2.554 0.066 0.171
8 H 2.525 -0.139 -0.900
9 H -4.016 -0.683 -0.557
10 H -2.102 0.156 -1.483
11 H 2.982 -0.800 0.689
12 H 0.994 0.270 1.595
13 H 3.193 0.938 0.345
14 H -1.166 -0.162 1.286

- spin multiplicity = 1
- SMILES = [H]/N=C/NC(=O)NC
- HOMO-LUMO gap (eV) = 10.432
- E (eV) = -9742.8867
- HOMO energy (eV) = -9.644
- molecular weight (g/mol) = 101.1

Entry 2:
Formula: C5H11NO
Source: the Open Molecules 2025 dataset
Level of theory: ωB97M-V/def2-TZVPD

Cartesian coordinates (Å):
1 O 1.451 -1.005 -0.209
2 N -0.667 -1.534 -0.272
3 C -2.075 -1.261 0.210
4 C 0.315 -0.565 -0.103
5 C 1.075 1.392 1.198
6 C 0.180 1.725 -1.118
7 C 0.073 0.921 0.203
8 H 1.747 0.471 1.538
9 H -0.420 1.521 -1.988
10 H -2.554 -0.341 0.370
11 H -2.095 -1.508 1.411
12 H -0.170 2.744 -0.892
13 H -0.466 -2.233 -0.920
14 H -1.158 0.883 0.400
15 H 1.246 1.895 -1.391
16 H -2.854 -1.890 -0.350
17 H 1.555 2.243 0.880
18 H 0.823 1.727 2.174

- spin multiplicity = 1
- SMILES = CNC(=O)C(C)C
- HOMO-LUMO gap (eV) = 10.219
- E (eV) = -8898.9334
- HOMO energy (eV) = -9.381
- molecular weight (g/mol) = 101.1

Entry 3:
Formula: C36H60O24S3
Source: the Open Molecules 2025 dataset
Level of theory: ωB97M-V/def2-TZVPD

Cartesian coordinates (Å):
1 S -1.964 -19.359 48.861
2 S -5.270 -13.200 41.024
3 S -5.414 -13.342 50.774
4 O 2.331 -12.907 45.136
5 O -0.610 -18.979 49.261
6 O -1.159 -16.118 47.143
7 O -6.213 -10.146 45.054
8 O -6.398 -18.571 46.609
9 O -1.820 -14.008 46.511
10 O -4.239 -9.396 45.192
11 O -7.685 -17.135 42.565
12 O -4.983 -10.727 46.922
13 O 3.487 -13.636 46.817
14 O -1.487 -12.042 40.390
15 O -5.295 -16.723 46.344
16 O 0.288 -13.360 39.987
17 O -5.312 -11.786 41.203
18 O -4.661 -14.016 42.076
19 O -4.529 -12.327 51.239
20 O 3.298 -11.415 46.453
21 O -9.000 -16.141 43.997
22 O -7.139 -15.140 43.463
23 O -1.445 -14.211 41.126
24 O -2.227 -19.575 47.427
25 O -6.672 -13.571 51.394
26 O -7.077 -16.611 47.472
27 O -2.343 -15.700 45.286
28 C 2.022 -14.331 45.195
29 C 2.175 -15.451 47.527
30 C -7.480 -12.906 44.421
31 C 2.876 -14.797 46.322
32 C -2.692 -20.745 49.775
33 C -1.745 -15.250 46.374
34 C -5.684 -13.847 38.431
35 C -5.083 -10.101 45.835
36 C -3.613 -9.908 43.101
37 C -5.390 -18.999 45.763
38 C -3.168 -14.619 44.718
39 C -7.607 -14.432 44.661
40 C -6.081 -9.501 43.764
41 C -6.912 -13.346 39.164
42 C -7.945 -16.094 43.237
43 C -2.414 -13.432 45.408
44 C -4.506 -13.416 48.442
45 C -6.365 -17.298 46.808
46 C -6.119 -19.674 44.571
47 C -1.430 -12.816 44.394
48 C -4.534 -13.694 39.474
49 C -3.652 -18.631 50.707
50 C -9.008 -14.911 44.812
51 C 3.066 -12.599 46.158
52 C -3.987 -14.667 49.094
53 C -4.561 -9.063 43.870
54 C -0.909 -13.111 40.610
55 C -4.575 -17.653 45.525
56 C -0.517 -15.223 41.230
57 C -4.399 -14.847 50.531
58 C -5.802 -13.088 49.146
59 C -4.000 -20.149 50.381
60 C -6.865 -13.782 40.683
61 C 0.713 -14.605 40.433
62 C 2.013 -14.606 41.155
63 C -3.081 -18.066 49.333
64 H 0.770 -15.292 39.642
65 H -3.543 -14.921 51.093
66 H -3.750 -17.919 45.964
67 H -7.506 -12.485 45.386
68 H 1.713 -16.308 47.206
69 H -0.842 -13.633 44.018
70 H -4.745 -20.266 49.834
71 H -2.961 -14.544 43.684
72 H -9.304 -15.042 45.744
73 H -6.923 -20.400 44.737
74 H -5.755 -14.894 38.349
75 H -5.476 -13.351 37.611
76 H -3.935 -17.942 48.726
77 H -3.810 -13.002 39.049
78 H -8.143 -12.249 43.843
79 H -0.509 -15.802 42.319
80 H -1.074 -16.102 40.805
81 H -9.723 -14.324 44.486
82 H -7.085 -14.593 45.469
83 H -2.681 -9.680 43.476
84 H -3.857 -11.079 43.270
85 H -6.809 -8.612 43.724
86 H -4.462 -17.982 50.979
87 H -4.934 -15.770 50.507
88 H -5.134 -19.774 46.191
89 H -7.857 -13.669 38.707
90 H 1.931 -13.857 42.016
91 H -2.532 -17.107 49.226
92 H -1.907 -21.057 50.655
93 H -6.941 -14.986 40.603
94 H -7.607 -13.337 41.479
95 H -6.590 -12.379 44.051
96 H -4.215 -14.779 45.078
97 H -2.955 -21.585 49.016
98 H -4.006 -14.456 39.658
99 H 3.834 -15.409 46.215
100 H 3.086 -15.610 48.220
101 H 2.804 -14.239 40.550
102 H -3.657 -12.640 48.542
103 H -4.313 -17.326 44.727
104 H -3.569 -9.638 42.163
105 H -7.087 -12.307 39.145
106 H -3.040 -12.767 45.576
107 H -2.834 -18.690 51.354
108 H -4.402 -20.774 51.182
109 H -6.115 -10.330 42.949
110 H -2.918 -14.848 48.881
111 H -5.341 -20.112 44.069
112 H -6.219 -18.936 43.817
113 H 2.152 -14.932 44.256
114 H 2.299 -15.607 41.827
115 H -2.037 -12.452 43.559
116 H -4.553 -13.777 47.461
117 H 1.460 -14.764 47.912
118 H 1.002 -14.653 45.454
119 H -1.039 -11.852 44.705
120 H -4.450 -15.719 48.731
121 H -6.152 -12.140 49.020
122 H -6.731 -13.714 48.886
123 H -4.537 -7.961 43.680

- spin multiplicity = 1
- SMILES = C[C@H]1COC(=O)O1.C[C@H]1COC(=O)O1.C[C@H]1COC(=O)O1.C[C@H]1COC(=O)O1.C[C@H]1COC(=O)O1.C[C@H]1COC(=O)O1.O=S1(=O)CCCC1.O=S1(=O)CCCC1.O=S1(=O)CCCC1
- HOMO-LUMO gap (eV) = 9.928
- E (eV) = -119936.4245
- HOMO energy (eV) = -9.916
- molecular weight (g/mol) = 973.1

Entry 4:
Formula: C48H37NO4P2PtSSiTe
Source: the Open Molecules 2025 dataset
Level of theory: ωB97M-V/def2-TZVPD

Cartesian coordinates (Å):
1 Pt -1.001 -0.304 0.235
2 Te -2.362 -3.084 0.648
3 S -2.361 -6.301 -0.015
4 P -0.964 2.109 0.398
5 P 1.444 -0.709 0.284
6 Si -0.813 -0.384 2.550
7 O -3.138 -0.601 0.041
8 O -1.676 -0.482 -6.820
9 O -4.880 -0.563 -1.353
10 O -3.759 0.351 -6.355
11 N -1.468 -0.033 -1.941
12 C 2.608 -2.671 1.916
13 C -0.628 2.460 2.154
14 C -0.601 0.328 -2.894
15 C 1.574 -1.746 1.782
16 C -4.940 2.845 0.174
17 C 2.515 3.916 -0.755
18 C -2.608 -0.044 -6.117
19 C -2.534 2.936 0.049
20 C -2.207 -0.929 3.659
21 C -1.464 -4.966 0.604
22 C -3.155 -0.284 -3.608
23 C 0.114 3.152 -1.919
24 C -0.200 1.733 4.397
25 C -2.617 4.166 -0.603
26 C -5.018 4.062 -0.489
27 C 3.113 0.037 0.278
28 C 4.167 -0.474 -0.476
29 C 0.650 -1.551 2.811
30 C 0.773 -2.333 3.964
31 C 0.958 -3.125 -1.030
32 C 1.212 -3.468 -3.393
33 C 4.602 1.677 1.237
34 C -2.231 0.009 -4.608
35 C 1.910 -1.394 -2.395
36 C -0.461 1.410 3.059
37 C -3.859 4.725 -0.865
38 C -1.080 -7.388 0.257
39 C -0.937 0.348 -4.228
40 C -0.213 -5.382 1.003
41 C -0.333 4.084 3.910
42 C 1.785 -3.273 4.090
43 C 2.704 -3.446 3.060
44 C -0.130 3.050 4.819
45 C -2.734 -0.296 -2.292
46 C 1.493 -1.846 -1.142
47 C -3.691 -0.508 -1.153
48 C 0.816 -3.933 -2.146
49 C 1.509 3.372 0.032
50 C 2.324 4.075 -2.118
51 C 1.773 -2.204 -3.513
52 C 3.340 1.115 1.131
53 C -3.703 2.284 0.447
54 C 0.007 -6.766 0.805
55 C 5.427 0.103 -0.379
56 C 1.120 3.695 -2.700
57 C 0.298 2.994 -0.541
58 C 5.647 1.177 0.472
59 C -0.574 3.790 2.580
60 H 0.067 3.276 5.860
61 H -3.919 5.680 -1.372
62 H 0.513 -4.719 1.461
63 H -4.193 -0.482 -3.831
64 H -1.719 4.690 -0.904
65 H -2.420 -1.994 3.545
66 H 2.093 -1.844 -4.483
67 H -3.118 -0.375 3.415
68 H 3.451 4.214 -0.299
69 H 2.337 -0.404 -2.499
70 H 4.771 2.503 1.917
71 H 6.633 1.617 0.545
72 H -0.820 2.852 -2.378
73 H -0.203 0.611 -4.979
74 H 1.860 -3.873 4.988
75 H -5.984 4.491 -0.720
76 H -1.188 -8.432 0.001
77 H 3.493 -4.183 3.149
78 H -0.050 0.936 5.120
79 H 0.651 -3.480 -0.058
80 H -5.841 2.319 0.460
81 H 0.966 3.819 -3.764
82 H 0.389 -4.923 -2.037
83 H 6.239 -0.295 -0.973
84 H -3.644 1.325 0.942
85 H 0.929 -7.273 1.056
86 H 1.080 -4.082 -4.274
87 H 2.524 1.497 1.731
88 H 0.065 -2.204 4.777
89 H 1.656 3.260 1.096
90 H -0.311 5.115 4.241
91 H -0.732 4.593 1.868
92 H 4.018 -1.326 -1.124
93 H -1.957 -0.729 4.705
94 H 3.111 4.498 -2.730
95 H 3.327 -2.803 1.114
96 H 0.385 0.609 -2.564

- spin multiplicity = 1
- HOMO-LUMO gap (alpha / beta) (eV) = 4.947 / 5.303
- E (eV) = -107888.4653
- HOMO energy (alpha / beta) (eV) = -7.281 / -7.279
- molecular weight (g/mol) = 1136.6

Entry 5:
Formula: C5H11NO
Source: the Open Molecules 2025 dataset
Level of theory: ωB97M-V/def2-TZVPD

Cartesian coordinates (Å):
1 O 0.178 2.278 2.484
2 N 0.286 0.945 0.523
3 C -0.839 -1.677 -1.430
4 C 0.196 -0.579 -1.450
5 C -2.058 -1.606 -0.911
6 C 0.997 1.779 1.417
7 C 0.778 -0.314 -0.031
8 H -0.430 1.388 -0.027
9 H -0.287 0.324 -1.811
10 H -0.555 -2.625 -1.876
11 H 0.243 1.606 3.168
12 H 1.358 2.675 0.900
13 H -2.290 -0.871 -0.139
14 H 1.840 1.249 1.858
15 H -2.858 -2.274 -1.191
16 H 1.871 -0.248 -0.076
17 H 1.044 -0.905 -2.044
18 H 0.526 -1.142 0.635

- spin multiplicity = 1
- SMILES = C=CCCNCO
- HOMO-LUMO gap (eV) = 9.575
- E (eV) = -8899.1425
- HOMO energy (eV) = -8.546
- molecular weight (g/mol) = 101.1

Computed energy above the lowest of the compared OMol25 structures with the same formula, charge and spin, in the same sequence as the records: 14.1 266.7 78.5 180.3 246.5 kJ/mol.